(1)
Here is a molecular structure, C30H44O2RhSSi3Te from the OMol25 dataset. Energies are from ωB97M-V with the def2-TZVPD basis set.

Last column: Löwdin charge in e.
Cartesian coordinates (Å):
Rh -1.064 -0.121 -0.799  0.329
O 0.045 -1.975 3.227  0.008
C -0.772 -1.807 2.322  -0.654
O -0.557 -1.006 1.354  -0.422
C -2.057 -2.575 2.311  -0.144
C -2.319 -3.359 3.432  -0.038
C -3.440 -4.156 3.522  -0.106
C -4.338 -4.172 2.461  -0.110
C -4.100 -3.400 1.348  -0.156
C -2.963 -2.585 1.239  -0.596
S -2.831 -1.730 -0.270  0.606
H -1.590 -3.327 4.230  0.110
H -3.614 -4.768 4.397  0.089
H -5.230 -4.785 2.513  0.093
H -4.791 -3.421 0.518  0.080
C -0.361 -0.210 -2.941  -0.143
C -0.301 1.217 -2.971  -0.371
C 0.924 1.910 -2.782  -0.072
C 0.982 3.283 -2.821  -0.106
C -0.163 4.031 -3.076  -0.108
C -1.372 3.378 -3.292  -0.111
C -1.450 2.008 -3.237  -0.066
H 0.582 -0.733 -3.089  0.053
H -1.197 -0.661 -3.478  0.065
H 1.824 1.329 -2.623  0.084
H 1.931 3.784 -2.667  0.100
H -0.116 5.109 -3.107  0.093
H -2.259 3.957 -3.503  0.100
H -2.395 1.508 -3.405  0.113
C -2.658 1.283 2.132  -0.201
Si -1.862 1.816 0.435  0.627
C -0.394 2.966 0.999  -0.214
C -3.229 3.008 -0.215  -0.282
C -2.963 4.319 -0.596  -0.126
C -3.972 5.148 -1.049  -0.107
C -5.277 4.690 -1.111  -0.109
C -5.562 3.388 -0.730  -0.098
C -4.544 2.558 -0.306  -0.107
H -3.045 2.137 2.685  0.026
H -1.919 0.788 2.752  0.013
H -3.472 0.583 1.969  0.009
H -0.773 3.797 1.587  0.023
H 0.166 3.359 0.157  0.004
H 0.294 2.397 1.621  -0.012
H -1.955 4.700 -0.536  0.090
H -3.745 6.162 -1.355  0.096
H -6.066 5.343 -1.459  0.093
H -6.584 3.031 -0.765  0.097
H -4.763 1.533 -0.036  0.097
C 4.224 -0.493 2.622  -0.200
Si 4.457 0.541 1.029  0.416
C 3.913 2.329 1.413  -0.184
C 6.338 0.520 0.670  -0.196
C 3.502 -0.015 -0.505  -0.536
Te 1.502 -0.300 0.372  1.430
C 2.055 -2.357 0.692  -0.487
Si 1.827 -3.542 -0.779  0.497
C 3.119 -3.202 -2.161  -0.192
C 2.202 -5.294 -0.091  -0.188
C 0.079 -3.495 -1.520  -0.186
H 4.666 0.019 3.472  0.025
H 4.694 -1.470 2.552  0.021
H 3.169 -0.644 2.837  0.002
H 4.353 2.695 2.335  0.022
H 2.832 2.372 1.515  -0.008
H 4.196 3.012 0.617  0.022
H 6.885 0.937 1.507  0.014
H 6.587 1.101 -0.210  0.014
H 6.702 -0.489 0.510  0.015
H 3.896 -0.907 -0.977  -0.023
H 3.482 0.773 -1.251  -0.015
H 1.451 -2.690 1.530  0.001
H 3.092 -2.338 1.018  -0.001
H 4.134 -3.178 -1.771  0.019
H 2.929 -2.256 -2.660  0.011
H 3.080 -3.984 -2.915  0.019
H 3.166 -5.332 0.409  0.018
H 2.212 -6.039 -0.882  0.015
H 1.447 -5.591 0.632  0.022
H -0.407 -2.540 -1.278  -0.063
H -0.551 -4.285 -1.120  0.030
H 0.086 -3.589 -2.603  0.027

Computed properties:
lowest unoccupied orbital energy (alpha / beta)	1.6 / 2.1	eV
gap between HOMO and LUMO (alpha / beta)	5.87 / 6.29	eV
net charge	-1
highest occupied orbital energy (alpha / beta)	-4.23 / -4.19	eV


(2)
Here is a molecular structure, C30H45BMnN7OS3 from the OMol25 dataset. Energies are from ωB97M-V with the def2-TZVPD basis set.

Last column: Löwdin spin population.
Cartesian coordinates (Å):
Mn 1.761 0.741 2.636  3.437
C 0.663 -4.427 2.878  -0.001
C 0.044 -3.444 1.925  -0.001
C -0.929 -3.787 1.031  -0.002
C -1.509 -2.840 0.145  0.002
N -1.129 -1.587 0.185  0.001
N -0.169 -1.262 1.067  0.004
B 0.130 0.206 0.992  -0.004
N 1.375 0.611 0.187  0.014
N 1.654 -0.332 -0.748  -0.003
C 2.395 0.040 -1.755  0.003
C 2.899 1.378 -1.838  0.001
C 2.670 2.310 -0.869  0.000
C 3.213 3.706 -0.916  0.000
C 1.879 1.871 0.218  0.010
S 1.546 2.807 1.629  0.003
C 2.624 -0.980 -2.862  0.000
C 3.984 -0.754 -3.532  0.000
C 1.493 -0.758 -3.883  0.000
C 2.553 -2.407 -2.313  0.000
N -1.031 1.146 0.848  0.000
N -1.494 1.527 -0.341  -0.001
C -2.561 2.302 -0.296  0.001
C -3.133 2.692 0.953  -0.001
C -2.609 2.311 2.162  -0.001
C -3.144 2.708 3.506  0.000
C -1.472 1.504 2.033  0.001
S -0.480 0.750 3.275  -0.004
C -3.175 2.751 -1.607  0.000
C -4.612 2.204 -1.668  0.000
C -3.192 4.288 -1.633  0.000
C -2.377 2.217 -2.793  0.000
C 0.435 -2.086 1.920  -0.004
S 1.683 -1.520 3.003  -0.035
C -2.562 -3.192 -0.900  0.000
C -3.688 -2.150 -0.860  0.000
C -3.140 -4.586 -0.656  0.000
C -1.872 -3.144 -2.273  0.000
H 0.240 -5.418 2.733  0.000
H 1.742 -4.491 2.728  0.000
H 0.486 -4.123 3.912  0.000
H -1.282 -4.808 1.011  0.000
H 3.502 1.646 -2.695  0.000
H 3.903 3.821 -1.748  0.000
H 2.404 4.429 -1.041  0.000
H 3.731 3.955 0.011  0.000
H 4.018 0.158 -4.131  0.000
H 4.801 -0.735 -2.807  0.000
H 4.177 -1.581 -4.214  0.000
H 1.567 0.223 -4.359  0.000
H 1.563 -1.513 -4.667  0.000
H 0.512 -0.841 -3.411  0.000
H 3.416 -2.629 -1.681  0.000
H 1.644 -2.589 -1.738  0.000
H 2.565 -3.103 -3.151  0.000
H -4.011 3.327 0.939  0.000
H -4.094 3.227 3.411  0.000
H -3.296 1.832 4.140  0.000
H -2.441 3.372 4.013  0.000
H -5.251 2.631 -0.892  0.000
H -5.051 2.466 -2.631  0.000
H -4.632 1.116 -1.576  0.000
H -3.798 4.719 -0.835  0.000
H -2.183 4.701 -1.564  0.000
H -3.625 4.620 -2.577  0.000
H -2.326 1.126 -2.798  0.000
H -2.866 2.539 -3.712  0.000
H -1.356 2.606 -2.800  0.000
H -4.257 -2.215 0.070  0.000
H -3.299 -1.134 -0.966  0.000
H -4.375 -2.337 -1.685  0.000
H -3.598 -4.679 0.332  0.000
H -3.920 -4.775 -1.392  0.000
H -2.395 -5.375 -0.777  0.000
H -1.484 -2.145 -2.481  0.000
H -1.047 -3.860 -2.335  0.000
H -2.596 -3.402 -3.046  0.000
N 5.720 0.661 3.329  0.008
C 4.420 0.647 3.437  0.000
O 3.687 0.698 2.393  0.003
C 3.720 0.533 4.755  -0.044
C 2.333 1.127 4.627  -0.351
H 6.159 0.691 2.419  0.000
H 6.315 0.621 4.144  0.000
H 4.263 1.032 5.564  -0.016
H 3.684 -0.530 5.008  -0.001
H 2.298 2.214 4.568  -0.010
H 1.594 0.733 5.315  -0.009

Computed properties:
lowest unoccupied orbital energy (alpha / beta)	-10.5 / -10.3	eV
gap between HOMO and LUMO (alpha / beta)	6.88 / 7.09	eV
net charge	+3
highest occupied orbital energy (alpha / beta)	-17.39 / -17.41	eV
⟨S²⟩	4.215
spin multiplicity	4


(3)
Here is a molecular structure, C30H45BrN2P2Pd from the OMol25 dataset. Energies are from ωB97M-V with the def2-TZVPD basis set.

Last column: Löwdin charge in e.
Cartesian coordinates (Å):
N 3.485 -8.358 -3.473  0.030
C 2.257 -8.496 -2.933  -0.150
C 1.572 -7.460 -2.243  -0.019
C 2.177 -6.163 -2.052  -0.194
C 3.462 -6.076 -2.633  -0.036
C 4.054 -7.152 -3.343  -0.145
C 1.576 -4.962 -1.388  -0.023
Pd -0.038 -0.777 0.959  0.374
P -2.114 4.256 -1.143  0.922
C 2.032 -3.655 -1.461  -0.042
C 1.254 -2.431 -1.340  -0.243
C 1.477 -1.380 -2.254  -0.057
C 0.455 -0.415 -2.535  -0.121
C -0.835 -0.583 -2.024  -0.636
C -1.036 -1.497 -0.940  -0.264
C 0.063 -2.358 -0.509  -0.178
Br -2.431 0.407 -2.450  0.841
H 0.640 -5.154 -0.852  0.101
H 3.056 -3.519 -1.820  0.099
H 0.557 -7.711 -1.912  0.101
H 4.040 -5.152 -2.569  0.095
H 1.829 -9.503 -3.081  0.105
H 5.021 -7.007 -3.839  0.103
H 2.364 -1.378 -2.893  0.113
H -0.152 -3.221 0.140  0.103
H 0.657 0.425 -3.208  0.104
H -2.071 -1.881 -0.835  0.079
P 1.186 1.086 1.666  0.888
C -3.380 3.544 -2.188  -0.504
C -3.641 4.353 -3.454  -0.169
H -4.299 3.531 -1.584  0.081
H -3.084 2.508 -2.475  -0.098
H -4.400 3.845 -4.056  0.068
H -4.029 5.338 -3.179  0.065
H -2.746 4.484 -4.072  0.062
C -0.591 3.906 -2.026  -0.439
C 0.116 5.252 -2.272  -0.188
H -0.811 3.426 -2.995  0.075
H 0.018 3.213 -1.419  0.043
H 1.031 5.085 -2.850  0.061
H -0.532 5.934 -2.841  0.060
H 0.374 5.751 -1.328  0.062
C -2.158 3.786 0.607  -0.436
C -3.128 4.724 1.374  -0.182
H -1.116 3.980 0.951  0.069
H -2.384 2.715 0.800  0.072
H -2.868 4.687 2.439  0.060
H -3.008 5.759 1.024  0.052
H -4.173 4.416 1.231  0.065
C 0.993 2.039 3.233  -0.408
C 2.061 1.858 4.321  -0.150
H -0.006 1.807 3.629  0.039
H 0.955 3.111 2.969  0.072
H 1.981 0.889 4.831  0.056
H 3.077 1.944 3.913  0.071
H 1.948 2.639 5.091  0.072
C 1.931 2.357 0.570  -0.402
C 3.004 1.732 -0.314  -0.159
H 2.326 3.227 1.129  0.084
H 1.106 2.760 -0.037  0.030
H 3.880 1.424 0.268  0.068
H 2.619 0.848 -0.835  0.047
H 3.348 2.430 -1.083  0.072
C 2.392 -0.309 1.862  -0.443
C 1.895 -1.417 2.796  -0.161
H 3.386 0.056 2.122  0.070
H 2.417 -0.716 0.831  0.048
H 2.460 -2.338 2.614  0.076
H 1.976 -1.133 3.847  0.058
H 0.829 -1.684 2.599  0.032
C -3.921 -1.494 3.971  -0.069
C -4.104 -1.645 2.591  -0.062
C -3.183 -1.060 1.704  -0.123
N -2.013 -0.522 2.127  -0.017
C -1.863 -0.334 3.451  -0.146
C -2.788 -0.790 4.393  -0.063
H -4.644 -1.906 4.673  0.107
H -4.922 -2.230 2.152  0.106
H -3.367 -1.127 0.624  0.089
H -0.927 0.113 3.789  0.075
H -2.575 -0.651 5.447  0.101

Computed properties:
energy above the lowest of the compared OMol25 structures with the same formula, charge and spin	0.0	kJ/mol
lowest unoccupied orbital energy	-0.2	eV
gap between HOMO and LUMO	6.31	eV
net charge	0
highest occupied orbital energy	-6.55	eV